{
  "formula": "C4H3NO2",
  "method": "ωB97M-V/def2-TZVPD",
  "e_tot_ev": -9779.5994,
  "largest_force_ha_per_bohr": 0.104,
  "species": ["C", "C", "C", "C", "H", "H", "H", "N", "O", "O"],
  "xyz": [[1.1436, 1.3114, 0.4696], [0.1708, 0.3742, -0.0979], [0.4147, -0.9861, -0.1546], [-1.6341, -0.5722, -0.2712], [0.9403, 2.3582, 0.5083], [1.4649, -1.4994, -0.4113], [-2.7620, -0.9403, -0.2463], [-1.2270, 0.6652, -0.2011], [2.2547, 0.8527, 0.8306], [-0.7659, -1.5638, -0.4260]]
}